{"formula": "CH3NP2", "method": "the ωB97M-V functional and the def2-TZVPD basis", "gap_ev": 9.7, "de_lowest_ev": 1.0067, "smiles": "N#C[PH]#[PH2]", "energy_ha": -777.274144, "lumo_ev": -0.33, "homo_ev": -10.0, "multiplicity": 1, "symbols": ["C", "N", "P", "P", "H", "H", "H"], "coordinates": [[2.88, 0.03, 0.03], [3.88, 0.62, -0.06], [-0.02, 0.86, 0.07], [0.99, -1.05, 0.10], [-1.09, 0.28, -0.54], [-0.22, 0.74, 1.36], [1.13, -1.21, -1.42]], "lowdin_charge": [-0.49, -0.02, 0.47, 0.52, -0.18, -0.22, -0.08]}

=====

{"formula": "C29H25IrN3O4SSe", "method": "the ωB97M-V functional and the def2-TZVPD basis", "gap_ev": [5.5, 5.2], "de_lowest_ev": 2.1468, "energy_ha": -4488.731345, "lumo_ev": [-8.04, -8.26], "total_charge": 2, "homo_ev": [-13.5, -13.5], "multiplicity": 2, "symbols": ["Ir", "O", "C", "O", "C", "C", "C", "C", "C", "N", "C", "O", "O", "H", "H", "H", "H", "H", "C", "C", "C", "C", "C", "C", "C", "C", "S", "C", "N", "C", "C", "C", "C", "C", "C", "C", "C", "H", "H", "H", "H", "H", "H", "H", "H", "H", "H", "H", "H", "H", "H", "H", "H", "Se", "C", "C", "C", "N", "C", "C", "H", "H", "H", "H"], "coordinates": [[-0.37, 0.06, 0.09], [2.15, 0.00, -3.50], [1.54, -0.06, -2.34], [0.30, -0.11, -2.25], [2.38, -0.04, -1.16], [3.76, 0.05, -1.21], [4.50, 0.06, -0.03], [3.82, 0.01, 1.18], [2.43, -0.07, 1.20], [1.70, -0.13, 0.03], [1.61, -0.17, 2.39], [2.12, -0.08, 3.60], [0.38, -0.35, 2.27], [1.53, 0.03, -4.25], [4.25, 0.10, -2.17], [5.57, 0.09, -0.06], [4.38, 0.03, 2.10], [3.06, 0.17, 3.62], [-3.52, -4.73, 1.26], [-4.29, -4.31, 0.00], [-3.49, -4.73, -1.24], [-5.62, -5.06, -0.02], [-4.45, -2.81, 0.00], [-5.71, -2.18, 0.00], [-5.86, -0.81, 0.00], [-4.71, -0.02, 0.00], [-4.56, 1.71, 0.00], [-2.84, 1.53, 0.01], [-2.41, 0.28, 0.02], [-3.43, -0.62, 0.01], [-3.31, -2.01, 0.00], [-1.86, 2.57, 0.00], [-2.12, 3.94, 0.00], [-1.07, 4.83, 0.00], [0.24, 4.37, -0.01], [0.51, 3.01, -0.03], [-0.53, 2.10, 0.00], [-3.41, -5.81, 1.27], [-4.07, -4.43, 2.15], [-2.54, -4.28, 1.30], [-3.38, -5.82, -1.25], [-2.49, -4.29, -1.25], [-4.00, -4.43, -2.15], [-5.43, -6.13, -0.02], [-6.20, -4.83, -0.91], [-6.22, -4.83, 0.86], [-6.60, -2.79, -0.01], [-6.84, -0.36, 0.01], [-2.32, -2.43, 0.00], [-3.14, 4.29, 0.01], [-1.26, 5.90, 0.01], [1.06, 5.07, -0.01], [1.54, 2.68, -0.05], [0.58, -2.90, 0.01], [0.29, -4.78, 0.03], [0.32, -5.48, -1.18], [0.07, -6.84, -1.14], [-0.17, -7.46, -0.01], [-0.20, -6.83, 1.13], [0.03, -5.47, 1.21], [0.55, -4.98, -2.11], [0.08, -7.44, -2.04], [-0.40, -7.43, 2.01], [0.04, -4.96, 2.17]], "lowdin_charge": [1.33, 0.21, -0.42, 0.04, -0.17, 0.08, 0.05, 0.07, -0.16, -0.05, -0.41, 0.23, 0.01, 0.18, 0.15, 0.14, 0.14, 0.14, -0.03, -0.55, -0.03, -0.05, -0.14, 0.01, -0.04, -0.43, 1.21, -0.50, -0.09, -0.28, 0.03, -0.23, 0.00, -0.04, -0.04, -0.09, -0.17, 0.09, 0.10, 0.06, 0.09, 0.06, 0.10, 0.09, 0.09, 0.09, 0.11, 0.12, 0.06, 0.12, 0.12, 0.12, 0.09, 0.93, -0.63, -0.10, -0.11, 0.09, -0.11, -0.10, 0.10, 0.12, 0.12, 0.11]}

=====

{"formula": "C5H10OS2", "method": "the ωB97M-V functional and the def2-TZVPD basis", "gap_ev": 9.3, "de_lowest_ev": 0.7977, "smiles": "CS[C@H]1[C@H](O)[C@@]1(C)S", "energy_ha": -1068.086724, "lumo_ev": 0.67, "homo_ev": -8.6, "multiplicity": 1, "symbols": ["C", "C", "C", "C", "C", "H", "H", "H", "H", "H", "H", "H", "H", "H", "H", "O", "S", "S"], "coordinates": [[-2.69, 0.29, 0.46], [-0.21, -0.74, -0.07], [1.00, -0.83, -0.98], [0.79, 0.41, -0.18], [1.68, 0.68, 1.00], [-2.25, 1.27, 0.56], [-2.70, -0.19, 1.40], [-3.75, 0.42, 0.13], [-0.11, -1.31, 0.83], [0.81, -0.76, -2.06], [1.80, -2.57, -0.81], [1.17, 1.26, 1.78], [2.54, 1.27, 0.70], [1.97, -0.27, 1.44], [-0.63, 1.47, -1.77], [2.05, -1.65, -0.62], [-1.84, -0.71, -0.78], [0.37, 1.96, -1.03]], "lowdin_charge": [-0.40, -0.53, -0.38, -0.77, -0.09, 0.02, 0.02, 0.05, 0.11, 0.15, 0.11, 0.08, 0.08, 0.08, -0.16, 0.00, 0.84, 0.78]}

=====

{"formula": "C42H104N4O12", "method": "the ωB97M-V functional and the def2-TZVPD basis", "gap_ev": 8.0, "de_lowest_ev": 0.0000, "smiles": "CC1(C)CCCC(C)(C)N1O.CC1(C)CCCC(C)(C)N1O.CC1(C)CCCC(C)(C)N1O.CC1(C)CCCC(C)(C)N1O.CCO.CCO.CCO.O.O.O.O.O", "energy_ha": -2784.094353, "lumo_ev": 0.04, "homo_ev": -7.9, "multiplicity": 1, "symbols": ["C", "C", "O", "H", "H", "H", "H", "H", "H", "C", "C", "O", "H", "H", "H", "H", "H", "H", "C", "C", "O", "H", "H", "H", "H", "H", "H", "O", "H", "H", "O", "H", "H", "O", "H", "H", "O", "H", "H", "O", "H", "H", "C", "C", "C", "C", "C", "C", "N", "O", "C", "C", "C", "H", "H", "H", "H", "H", "H", "H", "H", "H", "H", "H", "H", "H", "H", "H", "H", "H", "H", "H", "C", "C", "C", "C", "C", "C", "N", "O", "C", "C", "C", "H", "H", "H", "H", "H", "H", "H", "H", "H", "H", "H", "H", "H", "H", "H", "H", "H", "H", "H", "C", "C", "C", "C", "C", "C", "N", "O", "C", "C", "C", "H", "H", "H", "H", "H", "H", "H", "H", "H", "H", "H", "H", "H", "H", "H", "H", "H", "H", "H", "C", "C", "C", "C", "C", "C", "N", "O", "C", "C", "C", "H", "H", "H", "H", "H", "H", "H", "H", "H", "H", "H", "H", "H", "H", "H", "H", "H", "H", "H"], "coordinates": [[-0.61, 3.24, 2.06], [-1.00, 1.86, 2.66], [-2.28, 1.54, 2.18], [0.36, 3.52, 2.47], [-1.16, 4.16, 2.25], [-0.51, 3.10, 0.98], [-0.95, 1.88, 3.75], [-0.38, 1.04, 2.30], [-2.91, 2.04, 2.70], [4.24, 9.03, 7.00], [4.98, 8.02, 6.10], [5.93, 7.28, 6.74], [3.72, 8.64, 7.87], [3.52, 9.66, 6.48], [5.00, 9.69, 7.42], [5.62, 8.57, 5.41], [4.24, 7.39, 5.61], [5.50, 6.59, 7.25], [-0.26, -1.50, -4.41], [-1.23, -0.56, -3.66], [-2.25, -0.20, -4.63], [0.46, -0.97, -5.04], [-0.77, -2.19, -5.08], [0.32, -2.18, -3.80], [-0.80, 0.37, -3.28], [-1.56, -1.09, -2.77], [-3.08, -0.01, -4.17], [-6.43, 3.01, 3.86], [-6.30, 3.32, 4.75], [-6.78, 2.13, 3.96], [-0.74, 0.34, 9.12], [-1.54, -0.06, 8.80], [-0.45, -0.23, 9.83], [-5.28, 6.96, 1.03], [-6.10, 7.37, 0.77], [-5.52, 6.35, 1.72], [-5.20, 2.50, -1.44], [-4.74, 3.01, -2.11], [-4.67, 2.60, -0.66], [-1.53, 9.81, -0.35], [-1.42, 9.19, -1.07], [-2.08, 9.36, 0.28], [10.04, 0.82, 2.01], [9.43, -0.25, 1.08], [9.01, -1.38, 2.03], [7.64, -1.19, 2.72], [6.61, -1.12, 1.56], [6.94, 0.11, 0.56], [8.34, 0.11, 0.11], [8.77, 1.24, -0.52], [6.01, -0.18, -0.66], [6.75, 1.49, 1.38], [10.58, -0.92, 0.25], [10.30, 1.72, 1.44], [10.98, 0.35, 2.29], [9.52, 1.14, 2.92], [9.02, -2.40, 1.63], [9.76, -1.54, 2.82], [7.60, -0.26, 3.28], [7.36, -1.98, 3.43], [5.61, -0.92, 1.94], [6.63, -2.10, 1.08], [6.30, -1.14, -1.08], [4.96, 0.08, -0.50], [6.15, 0.46, -1.54], [7.47, 1.64, 2.18], [7.08, 2.31, 0.75], [5.75, 1.39, 1.81], [11.35, -1.33, 0.91], [11.02, -0.29, -0.53], [10.30, -1.86, -0.22], [8.65, 1.80, 0.25], [-1.26, -10.98, 1.97], [-0.12, -10.16, 1.40], [-0.65, -9.49, 0.05], [-1.50, -8.23, 0.33], [-0.73, -7.17, 1.03], [-0.14, -7.75, 2.38], [0.46, -9.08, 2.21], [1.33, -9.42, 3.27], [0.77, -6.63, 2.80], [-1.38, -7.79, 3.48], [0.98, -11.07, 1.00], [-2.26, -10.64, 1.70], [-1.26, -11.04, 3.06], [-1.21, -12.00, 1.58], [0.17, -8.98, -0.45], [-1.16, -10.24, -0.56], [-2.46, -8.47, 0.78], [-1.82, -7.89, -0.66], [-1.37, -6.31, 1.26], [0.05, -6.75, 0.40], [1.26, -6.85, 3.75], [1.59, -6.51, 2.09], [0.41, -5.61, 2.85], [-1.04, -8.11, 4.46], [-1.99, -6.89, 3.49], [-2.12, -8.54, 3.21], [1.18, -11.92, 1.66], [1.93, -10.58, 0.78], [0.98, -11.61, 0.05], [2.17, -9.01, 3.05], [-9.64, -3.34, 3.35], [-8.27, -3.87, 2.76], [-8.21, -5.45, 2.83], [-9.00, -6.20, 1.78], [-8.52, -5.76, 0.44], [-8.51, -4.24, 0.16], [-8.05, -3.47, 1.35], [-8.14, -2.06, 1.10], [-7.74, -4.12, -1.15], [-9.98, -3.91, -0.16], [-7.08, -3.26, 3.53], [-9.58, -2.29, 3.63], [-9.96, -3.83, 4.26], [-10.45, -3.36, 2.61], [-7.18, -5.83, 2.82], [-8.53, -5.72, 3.83], [-10.03, -5.82, 1.77], [-8.98, -7.29, 1.79], [-9.11, -6.34, -0.28], [-7.54, -6.23, 0.31], [-8.13, -4.75, -1.95], [-7.89, -3.06, -1.32], [-6.67, -4.25, -0.99], [-10.70, -4.28, 0.57], [-10.14, -2.84, -0.17], [-10.30, -4.36, -1.11], [-7.06, -3.80, 4.47], [-7.20, -2.22, 3.84], [-6.11, -3.28, 3.03], [-7.30, -1.90, 0.66], [1.73, 10.30, -7.68], [1.25, 8.94, -7.92], [2.16, 8.17, -8.88], [3.40, 7.53, -8.21], [2.96, 6.54, -7.08], [1.97, 7.25, -6.06], [1.03, 8.21, -6.64], [0.22, 8.95, -5.73], [1.06, 6.04, -5.65], [2.80, 7.78, -4.97], [-0.14, 9.14, -8.58], [1.76, 10.90, -8.58], [2.74, 10.12, -7.29], [1.07, 10.96, -7.13], [1.53, 7.52, -9.48], [2.53, 8.84, -9.66], [4.02, 8.23, -7.66], [4.01, 6.90, -8.87], [3.93, 6.38, -6.61], [2.77, 5.49, -7.31], [0.42, 6.23, -4.79], [0.44, 5.51, -6.38], [1.85, 5.35, -5.33], [2.18, 8.11, -4.13], [3.55, 7.11, -4.55], [3.40, 8.54, -5.47], [0.02, 9.47, -9.60], [-0.75, 9.96, -8.18], [-0.74, 8.23, -8.50], [0.67, 9.77, -5.54]], "lowdin_charge": [-0.09, -0.32, -0.09, 0.06, 0.07, 0.07, 0.10, 0.11, 0.08, -0.09, -0.36, -0.07, 0.07, 0.07, 0.07, 0.11, 0.11, 0.09, -0.09, -0.28, -0.10, 0.07, 0.07, 0.06, 0.10, 0.10, 0.07, -0.05, 0.03, 0.03, -0.06, 0.03, 0.03, -0.05, 0.03, 0.03, -0.05, 0.03, 0.02, -0.05, 0.03, 0.03, -0.03, -0.46, -0.17, -0.17, -0.12, -0.42, -0.15, 0.00, -0.04, 0.00, -0.04, 0.08, 0.08, 0.08, 0.11, 0.11, 0.09, 0.11, 0.11, 0.11, 0.08, 0.08, 0.07, 0.06, 0.07, 0.09, 0.08, 0.08, 0.08, 0.05, -0.03, -0.50, -0.10, -0.22, -0.15, -0.44, -0.10, 0.00, -0.08, -0.01, -0.07, 0.07, 0.09, 0.08, 0.12, 0.12, 0.10, 0.11, 0.12, 0.12, 0.08, 0.08, 0.09, 0.07, 0.07, 0.05, 0.09, 0.09, 0.08, 0.10, -0.02, -0.45, -0.13, -0.19, -0.19, -0.50, -0.10, -0.01, -0.04, -0.05, -0.05, 0.07, 0.08, 0.07, 0.12, 0.11, 0.10, 0.12, 0.12, 0.12, 0.09, 0.08, 0.09, 0.07, 0.08, 0.08, 0.08, 0.07, 0.08, 0.10, -0.07, -0.54, -0.12, -0.15, -0.13, -0.51, -0.10, 0.00, -0.04, -0.05, -0.04, 0.10, 0.09, 0.09, 0.12, 0.11, 0.10, 0.11, 0.10, 0.11, 0.07, 0.08, 0.07, 0.09, 0.09, 0.09, 0.08, 0.08, 0.09, 0.08]}

=====

{"formula": "C6H7MnN12O3", "method": "the ωB97M-V functional and the def2-TZVPD basis", "gap_ev": [5.4, 6.1], "de_lowest_ev": 0.9661, "energy_ha": -2266.167259, "lumo_ev": [-7.68, -6.90], "total_charge": 1, "homo_ev": [-13.0, -13.0], "multiplicity": 4, "symbols": ["Mn", "N", "C", "N", "N", "N", "N", "C", "N", "N", "N", "N", "H", "C", "C", "N", "C", "C", "N", "H", "H", "H", "H", "H", "H", "O", "N", "O", "O"], "coordinates": [[0.40, -0.49, -1.21], [0.81, -2.13, 1.81], [1.71, -1.19, 1.42], [2.81, -0.78, 2.02], [3.33, 0.13, 1.25], [2.63, 0.34, 0.21], [1.58, -0.47, 0.24], [-0.24, -2.42, 1.00], [-1.16, -3.36, 1.11], [-1.94, -3.22, 0.08], [-1.59, -2.25, -0.67], [-0.51, -1.69, -0.13], [1.00, -2.70, 2.63], [-2.49, 0.65, 0.82], [-1.47, 1.56, 0.26], [-0.45, 1.21, -0.54], [0.24, 2.38, -0.84], [-0.37, 3.41, -0.20], [-1.43, 2.88, 0.48], [-2.61, -0.21, 0.16], [-3.45, 1.15, 0.91], [-2.19, 0.30, 1.81], [1.09, 2.38, -1.48], [-0.13, 4.46, -0.18], [-2.07, 3.41, 1.06], [2.34, -1.01, -3.99], [1.66, -0.84, -3.05], [1.09, 0.25, -2.78], [1.40, -1.73, -2.19]], "lowdin_charge": [1.07, 0.21, -0.34, 0.09, -0.01, 0.00, -0.05, -0.34, 0.09, -0.01, -0.02, -0.10, 0.19, 0.02, -0.31, 0.01, -0.10, -0.03, 0.15, 0.06, 0.10, 0.10, 0.11, 0.13, 0.19, 0.29, -0.48, -0.01, 0.01]}

=====

{"formula": "C4H9N3O", "method": "the ωB97M-V functional and the def2-TZVPD basis", "gap_ev": 9.4, "de_lowest_ev": 1.1747, "smiles": "NC(N)=O.C=CN=C", "energy_ha": -397.307475, "lumo_ev": 0.06, "homo_ev": -9.4, "multiplicity": 1, "symbols": ["C", "N", "N", "O", "H", "H", "H", "H", "C", "C", "C", "N", "H", "H", "H", "H", "H"], "coordinates": [[0.81, -2.08, -0.75], [1.02, -1.17, -1.72], [0.95, -1.57, 0.49], [0.54, -3.25, -0.98], [1.08, -1.55, -2.65], [0.62, -0.62, 0.63], [1.65, -0.41, -1.49], [0.65, -2.21, 1.22], [-1.23, 1.33, 0.28], [0.66, 2.28, 1.03], [-2.16, 0.37, 0.35], [-0.01, 1.19, 0.88], [-1.45, 2.23, -0.30], [0.31, 3.28, 0.71], [1.65, 2.24, 1.51], [-1.98, -0.54, 0.91], [-3.11, 0.48, -0.14]], "lowdin_charge": [-0.73, 0.14, 0.14, 0.02, 0.11, 0.03, 0.10, 0.11, -0.29, 0.00, 0.05, -0.06, 0.10, 0.08, 0.08, 0.06, 0.06]}